C27H64BN2O5Sn as an isolated structure at a distorted geometry, computed with ωB97M-V with the def2-TZVPD basis set.

```
! wB97M-V def2-TZVPD RIJCOSX def2/J DEFGRID3
* xyz 1 1
Sn 0.45 1.66 -7.33
B -0.37 0.74 -2.11
H -0.64 0.09 -2.92
H -0.48 0.25 -1.15
H 0.68 1.00 -2.17
H -0.99 1.62 -2.15
C 4.54 -3.46 10.78
C 4.11 -3.81 9.33
N 3.10 -2.87 8.87
C 1.79 -2.99 9.57
C 1.15 -4.32 9.28
C 2.96 -2.82 7.38
C 2.04 -1.67 6.93
H 3.97 -4.00 11.53
H 4.41 -2.40 11.00
H 5.60 -3.71 10.88
H 5.01 -3.63 8.73
H 3.91 -4.87 9.20
H 1.95 -2.84 10.63
H 1.09 -2.21 9.24
H 1.80 -5.17 9.45
H 0.37 -4.60 9.98
H 0.80 -4.44 8.25
H 2.63 -3.77 6.96
H 3.99 -2.66 7.04
H 2.09 -1.67 5.84
H 2.36 -0.66 7.16
H 0.97 -1.71 7.13
C 4.76 -2.39 -4.51
C 4.53 -3.29 -5.74
N 3.11 -3.40 -6.17
C 2.31 -4.10 -5.16
C 0.96 -4.59 -5.71
C 3.17 -4.09 -7.51
C 3.76 -5.54 -7.63
H 4.51 -1.37 -4.80
H 5.83 -2.32 -4.30
H 4.24 -2.71 -3.61
H 5.15 -2.97 -6.58
H 4.97 -4.26 -5.52
H 2.88 -4.97 -4.82
H 2.06 -3.45 -4.33
H 1.12 -5.30 -6.52
H 0.54 -5.15 -4.88
H 0.22 -3.82 -5.96
H 3.71 -3.48 -8.24
H 2.16 -4.06 -7.92
H 3.67 -5.86 -8.67
H 3.17 -6.20 -6.99
H 4.82 -5.60 -7.40
C -5.74 -4.64 3.28
C -4.34 -4.76 3.72
O -4.00 -5.71 4.40
C -3.34 -3.77 3.12
H -6.42 -5.12 3.99
H -5.97 -4.85 2.24
H -6.03 -3.61 3.52
H -3.44 -3.56 2.06
H -2.32 -4.12 3.28
H -3.41 -2.77 3.54
C -5.95 -0.21 -3.98
C -6.02 1.20 -4.47
O -5.44 1.55 -5.48
C -6.98 2.08 -3.75
H -5.35 -0.78 -4.69
H -6.96 -0.57 -3.80
H -5.45 -0.23 -3.01
H -7.64 2.57 -4.46
H -6.28 2.80 -3.34
H -7.51 1.57 -2.95
C -4.45 8.34 -5.65
C -3.21 7.59 -5.07
O -2.47 6.85 -5.74
C -3.02 7.82 -3.62
H -4.47 9.39 -5.38
H -5.37 7.89 -5.27
H -4.42 8.22 -6.74
H -2.62 8.82 -3.44
H -2.36 7.07 -3.18
H -4.05 7.71 -3.28
C 3.56 7.22 -1.78
C 3.87 5.78 -2.15
O 3.59 5.30 -3.30
C 4.59 4.94 -1.11
H 2.87 7.12 -0.94
H 3.00 7.72 -2.58
H 4.41 7.84 -1.53
H 5.36 4.36 -1.62
H 3.95 4.26 -0.54
H 5.04 5.59 -0.37
C -3.80 4.80 2.08
C -2.51 5.33 2.71
O -2.39 6.51 2.98
C -1.43 4.32 2.99
H -4.37 5.64 1.68
H -4.46 4.24 2.75
H -3.66 4.09 1.27
H -0.59 4.30 2.29
H -1.91 3.35 2.96
H -1.02 4.38 4.00
*
```

Its total energy is -48742.2601 eV. As for the LUMO energy: -8.50 eV. Its HOMO energy is -9.46 eV. The orbital gap is 0.03505 Eh. The energy above the lowest of the compared OMol25 structures with the same formula, charge and spin comes out at 0.00 kJ/mol.

These are the Mulliken partial charges, in e, on atoms 1 to 99: Sn 1.201; B 0.011; H -0.170; H -0.082; H -0.081; H -0.099; C -1.329; C -0.423; N 0.027; C -0.532; C -1.023; C -0.432; C -1.290; H 0.288; H 0.352; H 0.406; H 0.428; H 0.311; H 0.364; H 0.267; H 0.267; H 0.402; H 0.265; H 0.342; H 0.382; H 0.415; H 0.313; H 0.339; C -1.316; C -0.500; N -0.082; C -0.319; C -1.343; C -0.804; C -1.009; H 0.294; H 0.410; H 0.327; H 0.469; H 0.326; H 0.345; H 0.400; H 0.335; H 0.406; H 0.282; H 0.461; H 0.441; H 0.388; H 0.266; H 0.306; C -1.003; C 0.775; O -0.539; C -1.095; H 0.309; H 0.286; H 0.326; H 0.325; H 0.314; H 0.302; C -1.062; C 0.757; O -0.604; C -0.930; H 0.301; H 0.344; H 0.312; H 0.311; H 0.266; H 0.304; C -1.071; C 0.784; O -0.596; C -0.940; H 0.329; H 0.321; H 0.302; H 0.297; H 0.273; H 0.301; C -1.031; C 0.768; O -0.604; C -0.948; H 0.310; H 0.296; H 0.322; H 0.307; H 0.272; H 0.306; C -1.084; C 0.749; O -0.549; C -0.929; H 0.316; H 0.301; H 0.335; H 0.249; H 0.297